[1]
Formula: C46H104CdN2O17Zn
Source: the Open Molecules 2025 dataset
Level of theory: wB97M-V/def2-TZVPD

The total charge is +1. Its LUMO energy (alpha / beta) is -3.1868 / -3.9262 eV. The HOMO-LUMO gap (alpha / beta) comes out at 0.169 / 0.142 Eh. Its spin multiplicity is 2. As for the highest occupied orbital energy (alpha / beta): -7.79 / -7.79 eV.

Last column: Löwdin charge in e.
Geometry (Å):
Zn: 0.63 0.33 -3.21  0.6658
Cd: -0.96 -1.77 4.27  1.4654
C: -2.01 1.85 6.92  -0.0113
C: -2.91 2.08 5.59  -0.3639
C: -3.11 3.68 5.65  -0.1251
C: -3.53 4.29 4.32  -0.1813
C: -2.72 3.81 3.12  -0.1474
C: -2.54 2.31 2.97  -0.4792
N: -2.22 1.74 4.34  0.0379
O: -1.64 0.38 4.36  -0.2003
C: -1.39 2.10 1.96  0.0063
C: -3.81 1.77 2.48  -0.0334
C: -4.44 1.49 5.67  0.0109
H: -1.15 2.53 6.97  0.0752
H: -1.51 0.89 6.93  0.0503
H: -2.64 1.94 7.81  0.0839
H: -2.20 4.17 5.99  0.1114
H: -3.89 3.92 6.38  0.1221
H: -3.51 5.38 4.30  0.1226
H: -4.55 4.01 4.06  0.0991
H: -1.76 4.26 3.35  0.1233
H: -2.99 4.27 2.17  0.1338
H: -1.41 2.77 1.09  0.0945
H: -1.37 1.11 1.52  0.0620
H: -0.46 2.14 2.53  0.0771
H: -3.91 0.69 2.55  0.0723
H: -3.95 2.01 1.43  0.1018
H: -4.68 2.09 3.07  0.0765
H: -4.86 1.60 6.67  0.0827
H: -4.56 0.42 5.50  0.0475
H: -5.08 2.02 4.97  0.0610
C: 3.73 2.31 -6.87  -0.0277
C: 3.61 0.84 -6.29  -0.4302
C: 4.73 -0.08 -6.81  -0.1694
C: 6.06 0.14 -6.11  -0.1906
C: 5.90 0.04 -4.61  -0.1342
C: 4.76 0.96 -4.02  -0.4708
N: 3.51 0.79 -4.81  -0.1375
O: 2.28 1.32 -4.18  -0.2664
C: 5.26 2.41 -3.87  -0.0391
C: 4.57 0.45 -2.56  -0.0469
C: 2.27 0.17 -6.90  -0.0250
H: 3.72 2.17 -7.95  0.0727
H: 4.53 3.03 -6.69  0.0652
H: 2.94 3.00 -6.56  0.0708
H: 4.83 0.09 -7.88  0.1116
H: 4.40 -1.12 -6.86  0.1097
H: 6.39 1.06 -6.60  0.1122
H: 6.81 -0.62 -6.36  0.1103
H: 6.89 0.26 -4.21  0.1186
H: 5.69 -1.00 -4.38  0.1122
H: 4.38 3.06 -3.83  0.0782
H: 5.87 2.79 -4.69  0.0678
H: 5.88 2.59 -2.99  0.0747
H: 4.29 -0.60 -2.52  0.0661
H: 3.83 1.08 -2.07  0.0558
H: 5.52 0.56 -2.03  0.0800
H: 1.89 -0.73 -6.42  0.0598
H: 2.52 -0.11 -7.93  0.0778
H: 1.47 0.91 -7.02  0.0681
C: 1.22 -0.56 0.86  0.0265
C: 0.79 -0.24 -0.52  -0.2434
C: -0.70 -0.64 -1.01  -0.2406
O: -0.96 -0.45 -2.20  0.0244
C: -1.49 -1.25 0.05  0.0067
C: -1.06 -1.48 1.31  -0.3440
C: 0.37 -1.16 1.71  -0.3648
O: 0.71 -1.25 2.95  -0.1608
O: -1.91 -2.13 2.09  -0.1468
O: 1.41 0.28 -1.40  0.0365
H: 2.22 -0.28 1.16  0.1051
H: -2.44 -1.63 -0.30  0.1110
C: -1.07 -1.32 -6.63  -0.0775
C: -1.28 -0.86 -5.25  -0.3005
O: -0.30 0.10 -4.97  -0.1002
H: -1.96 -1.83 -7.00  0.0905
H: -0.22 -2.00 -6.72  0.0846
H: -0.97 -0.48 -7.32  0.0940
H: -1.42 -1.69 -4.55  0.1223
H: -2.27 -0.41 -5.23  0.1177
H: 0.10 0.37 -5.80  0.0644
C: -2.22 -6.51 -0.60  -0.0614
C: -1.99 -5.08 -0.02  -0.2968
O: -3.21 -4.47 0.38  -0.1020
H: -1.23 -6.95 -0.66  0.0689
H: -2.77 -6.45 -1.53  0.0713
H: -2.81 -7.19 0.03  0.0701
H: -1.55 -4.34 -0.70  0.1010
H: -1.33 -5.11 0.85  0.0869
H: -3.01 -3.56 0.60  0.0220
C: 3.37 1.63 5.48  -0.0789
C: 2.93 0.39 6.21  -0.3419
O: 3.28 -0.74 5.45  -0.0779
H: 3.10 2.50 6.09  0.0811
H: 2.92 1.72 4.49  0.0492
H: 4.45 1.57 5.39  0.0906
H: 1.86 0.41 6.41  0.0914
H: 3.36 0.39 7.21  0.1158
H: 2.99 -0.62 4.54  0.0574
C: -4.71 2.90 -1.80  -0.0609
C: -3.74 2.27 -2.74  -0.3360
O: -2.87 3.16 -3.35  -0.0632
H: -5.35 3.56 -2.38  0.0849
H: -4.16 3.45 -1.04  0.0748
H: -5.31 2.15 -1.27  0.0723
H: -4.23 1.73 -3.55  0.1217
H: -3.14 1.47 -2.32  0.1113
H: -3.47 3.79 -3.75  0.1172
C: 0.40 4.56 -3.07  -0.0468
C: 0.18 3.28 -2.27  -0.3079
O: -0.37 2.40 -3.17  -0.1008
H: 0.87 4.30 -4.02  0.0840
H: 0.97 5.34 -2.57  0.0742
H: -0.57 5.02 -3.28  0.0678
H: -0.52 3.35 -1.44  0.1109
H: 1.11 2.90 -1.83  0.0857
H: -1.32 2.57 -3.23  0.0357
C: 3.06 3.03 0.47  -0.0487
C: 2.49 2.74 1.86  -0.2837
O: 2.99 3.78 2.78  -0.0865
H: 2.32 2.58 -0.19  0.0389
H: 3.92 2.40 0.25  0.0669
H: 3.21 4.10 0.33  0.0910
H: 2.57 1.70 2.15  0.0807
H: 1.41 2.91 1.87  0.0799
H: 2.26 3.88 3.39  0.0631
C: 5.22 -1.03 1.54  -0.0593
C: 4.25 -2.23 1.38  -0.3364
O: 3.64 -2.37 0.15  -0.0681
H: 4.83 -0.09 1.15  0.0528
H: 6.10 -1.12 0.90  0.0712
H: 5.55 -0.92 2.57  0.0728
H: 3.58 -2.25 2.24  0.0870
H: 4.78 -3.17 1.56  0.1137
H: 3.11 -1.63 -0.16  0.0425
C: -5.35 -0.79 0.61  -0.0999
C: -6.20 -1.99 0.29  -0.3410
O: -7.39 -1.58 -0.28  -0.0535
H: -5.03 -0.25 -0.27  0.0697
H: -4.49 -1.12 1.19  0.0456
H: -5.85 -0.08 1.27  0.0767
H: -6.34 -2.42 1.28  0.1025
H: -5.70 -2.65 -0.42  0.1174
H: -8.09 -2.19 -0.06  0.0914
C: 1.93 -3.69 -4.21  -0.0602
C: 1.80 -2.67 -3.09  -0.2784
O: 1.58 -1.46 -3.71  -0.1183
H: 2.60 -3.54 -5.05  0.0836
H: 1.01 -3.84 -4.76  0.0702
H: 2.08 -4.63 -3.68  0.0798
H: 2.74 -2.64 -2.54  0.1151
H: 0.91 -2.90 -2.51  0.1253
H: 2.40 -1.24 -4.17  0.0828
C: 1.59 -4.94 4.53  -0.0536
C: 0.39 -4.56 3.71  -0.3131
O: -0.54 -3.85 4.46  -0.1782
H: 1.35 -5.56 5.39  0.0810
H: 2.14 -4.09 4.94  0.0864
H: 2.25 -5.55 3.92  0.0916
H: -0.22 -5.31 3.21  0.1228
H: 0.73 -3.98 2.84  0.1113
H: -0.65 -4.35 5.28  0.1096
C: -5.10 -2.15 4.32  -0.0565
C: -3.97 -3.11 4.67  -0.2552
O: -2.84 -2.41 5.23  -0.1809
H: -5.48 -1.65 5.21  0.0725
H: -5.85 -2.73 3.77  0.0841
H: -4.68 -1.38 3.66  0.0575
H: -3.72 -3.67 3.77  0.1144
H: -4.26 -3.87 5.40  0.1227
H: -3.06 -2.41 6.16  0.1049

***

[2]
Formula: C46H111N7O17
Source: the Open Molecules 2025 dataset
Level of theory: wB97M-V/def2-TZVPD

The total charge is -2. Its LUMO energy is 3.8648 eV. The HOMO-LUMO gap comes out at 0.225 Eh. The value obtained for the relative energy (zero: lowest compared OMol25 entry of this formula, charge and spin) is 234.5 kJ/mol. As for the highest occupied orbital energy: -2.26 eV.

Last column: Löwdin charge in e.
Geometry (Å):
C: 0.64 -1.17 1.11  -0.0045
C: 1.83 -1.33 0.42  -0.3313
C: 2.02 -0.54 -0.88  -0.3220
O: 3.12 -0.66 -1.54  -0.1299
C: 1.09 0.40 -1.29  -0.0557
C: -0.14 0.62 -0.53  -0.3424
C: -0.43 -0.31 0.70  -0.3273
O: -1.52 -0.31 1.28  0.0131
O: -0.96 1.49 -0.81  0.0561
O: 2.62 -2.26 0.79  -0.0904
H: 0.38 -1.81 1.95  0.0842
H: 1.21 0.97 -2.20  0.0163
C: 1.59 0.15 -6.19  -0.0685
C: 2.40 0.28 -4.91  -0.4223
C: 1.67 1.06 -3.82  -0.2432
O: 1.46 2.40 -4.26  -0.1645
C: 0.50 3.04 -3.42  -0.0809
N: 2.78 -1.05 -4.42  0.0612
H: 0.65 -0.40 -6.09  0.0735
H: 2.22 -0.35 -6.93  0.0684
H: 1.37 1.16 -6.55  0.0689
H: 3.30 0.86 -5.14  0.1263
H: 2.27 1.01 -2.91  0.0941
H: 0.71 0.56 -3.65  0.1305
H: -0.48 2.61 -3.66  0.0910
H: 0.57 4.11 -3.61  0.0912
H: 0.78 2.93 -2.37  0.0418
H: 1.90 -1.56 -4.33  0.0787
H: 3.12 -0.93 -3.47  0.0304
C: -4.67 -0.17 5.20  -0.0783
C: -4.81 -0.19 3.70  -0.4331
C: -6.27 -0.01 3.28  -0.2351
O: -6.37 -0.24 1.90  -0.1624
C: -7.69 -0.18 1.48  -0.1457
N: -4.01 0.83 3.00  0.0855
H: -3.65 -0.12 5.58  0.0616
H: -5.14 -1.06 5.65  0.0698
H: -5.23 0.65 5.67  0.0698
H: -4.47 -1.15 3.31  0.1371
H: -6.64 0.97 3.61  0.1252
H: -6.88 -0.76 3.82  0.1196
H: -8.15 0.80 1.64  0.0811
H: -8.35 -0.86 2.04  0.0777
H: -7.83 -0.40 0.42  0.0769
H: -3.05 0.66 3.28  0.0282
H: -4.30 1.70 3.47  0.0773
C: 4.79 -3.97 -3.67  -0.0750
C: 4.40 -3.94 -2.20  -0.4345
C: 5.43 -3.26 -1.27  -0.1632
O: 6.68 -3.95 -1.46  -0.1999
C: 7.63 -3.49 -0.53  -0.1317
N: 3.09 -3.36 -2.01  0.0645
H: 4.09 -4.59 -4.24  0.0692
H: 5.77 -4.41 -3.86  0.0619
H: 4.79 -3.00 -4.17  0.0595
H: 4.35 -5.01 -1.94  0.1213
H: 5.11 -3.49 -0.25  0.1095
H: 5.49 -2.19 -1.49  0.1184
H: 8.65 -3.78 -0.79  0.0735
H: 7.41 -3.98 0.43  0.0840
H: 7.57 -2.42 -0.30  0.0750
H: 3.13 -2.41 -2.38  0.0155
H: 2.90 -3.20 -1.03  0.0277
C: -6.00 -2.39 -1.62  -0.0721
C: -4.56 -2.57 -1.18  -0.4425
C: -3.47 -2.12 -2.15  -0.2015
O: -3.35 -0.73 -2.32  -0.1633
C: -2.63 -0.42 -3.49  -0.1257
N: -4.39 -1.94 0.14  0.0645
H: -6.67 -2.76 -0.85  0.0658
H: -6.18 -2.89 -2.58  0.0690
H: -6.33 -1.36 -1.79  0.0582
H: -4.39 -3.66 -1.11  0.1169
H: -3.80 -2.58 -3.10  0.1153
H: -2.49 -2.51 -1.86  0.1234
H: -2.50 0.65 -3.63  0.0761
H: -3.25 -0.72 -4.36  0.0770
H: -1.71 -1.00 -3.58  0.0873
H: -3.49 -2.24 0.54  0.0303
H: -4.98 -2.54 0.73  0.0628
C: -1.51 -5.11 0.23  -0.0618
C: -1.83 -4.69 1.66  -0.3925
C: -0.73 -5.08 2.65  -0.2105
O: -1.09 -4.87 4.01  -0.1767
C: 0.03 -5.11 4.83  -0.1340
N: -2.08 -3.22 1.60  0.0592
H: -0.72 -4.52 -0.25  0.0820
H: -2.36 -4.98 -0.45  0.0597
H: -1.23 -6.16 0.14  0.0689
H: -2.77 -5.12 2.02  0.1373
H: 0.24 -4.64 2.40  0.1118
H: -0.59 -6.16 2.49  0.1201
H: 0.49 -6.10 4.76  0.0844
H: -0.31 -4.96 5.86  0.0824
H: 0.86 -4.44 4.57  0.0813
H: -2.10 -3.04 2.61  0.0760
H: -1.19 -2.77 1.39  0.0434
C: -0.21 -1.09 6.21  -0.0911
C: -0.15 -1.16 4.69  -0.3367
O: -1.35 -0.73 4.11  -0.0864
H: -0.74 -1.93 6.65  0.0631
H: -0.74 -0.19 6.53  0.0688
H: 0.75 -1.04 6.72  0.0650
H: 0.06 -2.18 4.38  0.0906
H: 0.73 -0.57 4.39  0.1119
H: -1.41 -0.85 3.15  0.0385
C: 2.19 -6.47 0.28  -0.0879
C: 3.27 -6.07 1.30  -0.2754
O: 2.65 -5.18 2.26  -0.1109
H: 1.37 -7.00 0.77  0.0579
H: 2.59 -7.16 -0.47  0.0667
H: 1.75 -5.59 -0.18  0.0635
H: 4.03 -5.46 0.81  0.0979
H: 3.69 -6.92 1.83  0.1019
H: 2.65 -4.32 1.83  0.0470
C: 6.25 0.28 1.65  -0.0822
C: 5.37 -0.45 2.66  -0.3092
O: 5.19 -1.79 2.21  -0.1011
H: 5.68 0.46 0.73  0.0467
H: 7.17 -0.27 1.45  0.0643
H: 6.68 1.20 2.07  0.0684
H: 4.37 -0.01 2.73  0.1056
H: 5.83 -0.43 3.65  0.0974
H: 4.33 -1.87 1.77  0.0379
C: 6.09 1.76 -3.16  -0.0778
C: 5.99 1.31 -1.70  -0.3001
O: 4.79 1.89 -1.16  -0.1269
H: 6.91 1.26 -3.67  0.0672
H: 6.22 2.85 -3.17  0.0689
H: 5.19 1.51 -3.72  0.0596
H: 6.77 1.66 -1.03  0.1033
H: 5.88 0.22 -1.66  0.0963
H: 4.09 1.23 -1.26  0.0386
C: -5.54 1.07 -3.76  -0.1384
O: -4.65 1.72 -2.92  -0.1618
C: -4.47 3.06 -3.29  -0.2553
C: -3.67 3.86 -2.29  -0.1998
N: -4.42 3.87 -1.02  -0.0321
C: -3.83 4.75 -0.01  -0.2239
C: -2.49 4.32 0.52  -0.2561
O: -2.64 3.09 1.17  -0.1522
C: -1.47 2.77 1.92  -0.0831
H: -5.15 0.85 -4.77  0.0837
H: -6.47 1.62 -3.92  0.0822
H: -5.78 0.08 -3.36  0.0701
H: -5.38 3.63 -3.55  0.1126
H: -3.94 3.04 -4.26  0.1200
H: -3.53 4.86 -2.74  0.1153
H: -2.69 3.41 -2.16  0.1100
H: -5.31 4.30 -1.28  0.1006
H: -4.57 4.72 0.80  0.1171
H: -3.77 5.81 -0.31  0.1052
H: -2.19 5.09 1.25  0.0962
H: -1.78 4.27 -0.31  0.1109
H: -0.72 2.35 1.26  0.0652
H: -1.80 2.06 2.67  0.0618
H: -1.05 3.63 2.47  0.0859
C: -1.34 7.56 2.48  -0.1199
O: 0.01 7.23 2.26  -0.1931
C: 0.61 7.98 1.22  -0.2214
C: 0.20 7.40 -0.15  -0.2162
N: 0.38 5.97 -0.29  -0.0436
C: 1.79 5.54 -0.29  -0.1795
C: 1.88 4.02 -0.37  -0.2024
O: 1.89 3.47 0.94  -0.1840
C: 2.21 2.07 0.89  -0.0724
H: -1.65 6.98 3.36  0.0922
H: -1.99 7.39 1.62  0.0724
H: -1.46 8.60 2.82  0.0816
H: 1.69 7.94 1.37  0.1092
H: 0.38 9.05 1.33  0.1113
H: 0.69 7.92 -0.98  0.1125
H: -0.86 7.63 -0.32  0.0984
H: 0.09 5.59 0.61  0.0884
H: 2.34 5.91 0.58  0.1141
H: 2.29 5.90 -1.20  0.1138
H: 2.87 3.79 -0.80  0.1164
H: 1.18 3.49 -1.03  0.0863
H: 3.21 1.94 0.46  0.0778
H: 1.46 1.55 0.30  0.0416
H: 2.21 1.72 1.92  0.0946

***

- total charge of number 2 (C46H111N7O17)?
  -2